{"formula": "C3H9NO2", "method": "ωB97M-V with the def2-TZVPD basis set", "total_charge": 1, "multiplicity": 2, "e_above_lowest_kcal_mol": 44.5, "e_tot_ev": -8831.581, "elements": ["C", "N", "H", "H", "H", "H", "H", "H", "C", "C", "O", "O", "H", "H", "H"], "positions_angstrom": [[1.2965, -0.1663, 2.3383], [1.5743, -0.3326, 0.8081], [0.7364, 0.5193, 0.3318], [2.4715, -0.3606, 0.6184], [1.1823, -1.1853, 0.4728], [1.1695, 0.9006, 2.4118], [2.0403, -0.4382, 2.9838], [0.4523, -0.9375, 2.5146], [-1.9868, 0.4619, -2.1438], [-1.0176, -0.0906, -1.1966], [-0.6439, -1.2599, -1.1420], [-0.5508, 0.8354, -0.3415], [-2.6798, -0.0806, -2.7280], [-1.4048, 0.8840, -3.0576], [-2.6395, 1.2503, -1.8698]], "atomic_forces_ev_per_a": [[-2.75, -1.29, -2.75], [-7.08, 2.23, 2.34], [1.65, -2.15, 0.07], [5.74, 0.59, -1.50], [-0.30, -0.91, -0.13], [-0.94, 0.07, 0.65], [2.49, -0.93, 1.04], [0.85, 2.16, 0.10], [0.89, 0.80, -3.63], [-0.86, 4.32, 1.42], [0.63, -0.27, 0.52], [0.27, -3.19, -1.25], [-0.46, -2.10, -0.09], [-0.25, -0.41, 1.70], [0.12, 1.09, 1.51]], "lowdin_charge": [0.013, 0.091, 0.199, 0.064, 0.097, 0.090, 0.049, 0.137, 0.043, -0.506, 0.321, 0.051, 0.088, 0.163, 0.100]}